# 1
A 2-piece molecular cluster, CH3NOS2 overall in a non-equilibrium geometry, computed with ωB97M-V/def2-TZVPD.

Values from the calculation:
E_LUMO = 0.0142 hartree
frontier orbital gap = 9.781 eV
SMILES = C#N.OSS
2S+1 = 1
energy above the lowest of the compared OMol25 structures with the same formula, charge and spin = 87.38 kJ/mol

CARTESIAN COORDINATES (ANGSTROEM)
C -1.783 -1.253 -1.914
N -2.709 -1.282 -1.237
H -0.885 -1.270 -2.619
O 2.361 1.322 1.000
S 1.536 -0.008 1.614
S -0.354 0.374 1.046
H 2.802 1.001 0.132
H -0.968 1.117 1.979

# 2
A 2-piece molecular cluster, C5H10O overall, computed with ωB97M-V/def2-TZVPD.

Values from the calculation:
E_LUMO = 0.0349 hartree
frontier orbital gap = 10.067 eV
SMILES = C=CC.C=CO
2S+1 = 1
energy above the lowest of the compared OMol25 structures with the same formula, charge and spin = 171.25 kJ/mol

CARTESIAN COORDINATES (ANGSTROEM)
C -1.894 -1.247 0.584
C -1.588 -0.049 0.116
C -1.182 1.110 0.966
H -2.167 -2.063 -0.079
H -1.889 -1.451 1.648
H -1.584 0.111 -0.955
H -0.096 1.251 0.947
H -1.469 0.958 2.007
H -1.620 2.050 0.630
C 2.138 -0.711 -0.237
C 1.817 -0.163 -1.398
O 1.717 1.178 -1.636
H 2.179 -1.781 -0.150
H 2.343 -0.100 0.632
H 1.592 -0.732 -2.291
H 1.704 1.638 -0.784

# 3
C16H17BN8O2PdS as an isolated structure in a non-equilibrium geometry, computed with ωB97M-V/def2-TZVPD.

Values from the calculation:
E_LUMO = -0.0603 hartree
frontier orbital gap = 6.635 eV
2S+1 = 1

CARTESIAN COORDINATES (ANGSTROEM)
Pd -0.774 -1.390 -0.286
B -2.965 -3.814 1.645
N -3.265 -3.387 0.187
C -4.259 -3.945 -0.511
C -4.298 -3.382 -1.774
C -3.260 -2.459 -1.765
N -2.654 -2.479 -0.571
N -1.749 -3.108 2.283
C -1.335 -3.391 3.525
C -0.224 -2.621 3.818
C -0.010 -1.868 2.667
N -0.946 -2.179 1.765
H -3.932 -3.564 2.303
H -2.737 -4.987 1.635
H -4.879 -4.702 -0.081
H -4.970 -3.613 -2.575
H -2.935 -1.785 -2.537
H -1.846 -4.118 4.121
H 0.348 -2.608 4.723
H 0.771 -1.160 2.435
N 3.038 6.054 1.092
C 2.829 4.728 0.821
C 2.050 3.941 1.679
C 1.931 2.583 1.459
C 2.578 2.003 0.384
C 3.332 2.766 -0.486
C 3.456 4.123 -0.276
S 2.446 0.246 0.121
O 2.465 -0.415 1.399
O 3.409 -0.178 -0.856
N 0.919 -0.016 -0.476
C 0.636 0.399 -1.702
N -0.410 -0.265 -2.284
C -0.790 0.118 -3.487
C -0.178 1.175 -4.144
C 0.898 1.766 -3.488
N 1.305 1.395 -2.295
H 2.430 6.510 1.751
H 3.439 6.629 0.370
H 1.560 4.399 2.527
H 1.360 1.956 2.124
H 3.821 2.269 -1.307
H 4.058 4.727 -0.940
H -1.591 -0.451 -3.948
H -0.514 1.507 -5.113
H 1.445 2.587 -3.933

Number 3 is which compound?
C16H17BN8O2PdS

The highest frontier orbital gap belongs to which entry?
C5H10O

Among the records above, which one has the lowest frontier orbital gap?
C16H17BN8O2PdS

Look up the E_LUMO of the first one.
0.0142 hartree